ORCA calculation (ωB97M-V/def2-TZVPD) on a structure of composition C44H41N7O3PSTc.

Last column: Mulliken charge in e.
Positions of all 98 atoms, in Å:
Tc 1.228 -0.420 0.188  -0.209
O 3.109 -0.013 3.578  -0.634
C 2.299 0.524 2.854  -0.248
O 2.370 0.490 1.547  -0.348
C 1.164 1.315 3.466  1.068
C 1.415 1.842 4.733  -0.849
C 0.464 2.599 5.391  -0.649
C -0.771 2.827 4.798  -0.816
C -1.040 2.292 3.552  -0.523
C -0.081 1.538 2.872  -0.229
P -0.578 0.871 1.255  3.735
C -1.140 2.331 0.345  0.006
C -2.470 2.739 0.351  -0.106
C -2.836 3.912 -0.292  -0.890
C -1.876 4.682 -0.932  -0.618
C -0.547 4.279 -0.933  -0.574
C -0.181 3.103 -0.302  0.044
C -2.048 -0.140 1.568  0.301
C -2.291 -0.698 2.821  -0.877
C -3.342 -1.590 2.992  -1.143
C -4.150 -1.930 1.916  -0.538
C -3.911 -1.375 0.665  -0.724
C -2.862 -0.487 0.487  -0.204
H 2.379 1.644 5.181  0.532
H 0.684 3.011 6.367  0.423
H -1.522 3.418 5.306  0.458
H -2.008 2.463 3.098  0.418
H -3.227 2.143 0.844  0.412
H -3.872 4.224 -0.291  0.444
H -2.164 5.602 -1.426  0.449
H 0.205 4.883 -1.426  0.485
H 0.850 2.774 -0.311  -0.405
H -1.666 -0.437 3.666  0.520
H -3.532 -2.012 3.971  0.440
H -4.972 -2.622 2.051  0.464
H -4.539 -1.639 -0.176  0.486
H -2.682 -0.055 -0.493  0.266
C -8.513 -10.083 -0.810  -0.852
O -7.791 -9.742 0.365  -0.457
C -6.830 -8.802 0.267  0.970
C -6.149 -8.505 1.450  -0.840
C -5.148 -7.560 1.450  -0.438
C -4.797 -6.887 0.276  0.158
C -5.482 -7.189 -0.894  -0.775
C -6.492 -8.137 -0.909  -0.463
C -3.738 -5.880 0.240  0.331
N -3.421 -5.146 -0.805  -0.856
C -2.385 -4.356 -0.390  1.106
C -2.066 -4.607 0.924  -0.532
N -2.941 -5.589 1.318  -0.039
C -1.049 -3.904 1.630  1.146
C -0.658 -4.134 2.957  -0.519
C 0.354 -3.385 3.500  -1.146
C 0.958 -2.389 2.730  -0.686
N 0.583 -2.131 1.484  0.111
C -0.388 -2.888 0.919  -0.129
C -0.709 -2.619 -0.463  -0.507
N -0.016 -1.625 -1.079  -0.132
C -0.245 -1.377 -2.360  -0.473
C -1.202 -2.077 -3.097  -0.727
C -1.932 -3.064 -2.485  -0.531
C -1.684 -3.359 -1.137  0.808
H -9.226 -10.845 -0.511  0.244
H -7.849 -10.488 -1.576  0.348
H -9.050 -9.219 -1.206  0.345
H -6.427 -9.030 2.353  0.420
H -4.647 -7.351 2.388  0.270
H -5.213 -6.671 -1.805  0.471
H -7.003 -8.351 -1.836  0.409
H -2.982 -6.040 2.215  0.174
H -1.138 -4.908 3.544  0.498
H 0.697 -3.550 4.511  0.505
H 1.771 -1.798 3.132  0.697
H 0.349 -0.585 -2.792  0.411
H -1.362 -1.812 -4.132  0.529
H -2.692 -3.624 -3.014  0.615
C 2.468 2.007 -2.883  -1.075
C 3.081 1.145 -1.772  1.344
C 4.085 0.160 -2.379  -1.776
C 3.781 2.027 -0.734  -1.550
N 2.015 0.363 -1.183  0.107
H 3.243 2.608 -3.361  0.469
H 1.710 2.676 -2.470  -0.109
H 1.999 1.373 -3.639  0.416
H 4.876 0.706 -2.894  0.442
H 3.591 -0.498 -3.094  0.356
H 4.535 -0.450 -1.595  0.360
H 4.590 2.586 -1.209  0.495
H 4.194 1.421 0.070  0.284
H 3.088 2.743 -0.291  0.272
N -3.234 3.364 -4.200  -0.410
C -2.068 2.746 -3.949  0.477
N -0.966 3.347 -4.425  -0.419
S -1.988 1.309 -3.096  -0.270
H -3.302 4.130 -4.848  0.193
H -4.076 2.883 -3.939  0.226
H -0.990 4.257 -4.849  0.217
H -0.076 2.945 -4.185  0.121

Computed properties:
Multiplicity: 4
Kohn-Sham gap (alpha / beta): 6.90 / 6.44 eV
Net charge: +1
Molar mass: 876.90 g mol⁻¹
Largest force on an atom: 0.5 eV Å⁻¹
ΔE to the lowest compared entry with this formula, charge and spin: 0.0 kcal per mole
Expectation value of S²: 3.7705
E_LUMO (alpha / beta): -2.8 / -3.6 eV

---

ORCA calculation (ωB97M-V/def2-TZVPD) on an isolated molecule of C4H6N4 at a distorted geometry.

Last column: Mulliken charge in e.
Positions of all 14 atoms, in Å:
H 4.063 -0.389 0.181  0.261
N 3.101 0.138 0.246  -0.538
N 2.284 -0.774 -0.102  -0.140
C 0.929 -0.321 -0.256  0.002
C -0.240 -1.021 -0.131  -0.412
C -1.322 -0.062 -0.079  0.530
N -2.681 -0.368 -0.008  -0.629
C -0.641 1.143 -0.025  -0.755
N 0.629 0.993 -0.247  0.020
H -0.293 -2.060 -0.288  0.379
H -3.278 0.287 0.854  0.289
H -2.734 -1.417 0.213  0.277
H -1.110 2.059 -0.018  0.427
H 1.293 1.793 -0.338  0.289

Computed properties:
Kohn-Sham gap: 8.09 eV
Molar mass: 110.12 g mol⁻¹
Structure (SMILES): [H]/N=N/c1cc(N)c[nH]1
Largest force on an atom: 5.1 eV Å⁻¹
ΔE to the lowest compared entry with this formula, charge and spin: 74.4 kcal per mole
E_LUMO: 0.4 eV

---

ORCA calculation (ωB97M-V/def2-TZVPD) on a structure of composition Cl2H2N2 at a distorted geometry.

Last column: Mulliken charge in e.
Positions of all 6 atoms, in Å:
N -0.901 1.247 0.775  -0.299
N 0.285 -1.443 -0.322  -0.326
Cl 0.127 1.828 -0.415  0.027
Cl 1.363 -0.439 -1.052  0.057
H -1.667 0.626 0.402  0.275
H 0.792 -1.819 0.611  0.267

Computed properties:
Kohn-Sham gap (alpha / beta): 8.73 / 8.75 eV
Molar mass: 100.94 g mol⁻¹
Largest force on an atom: 3.0 eV Å⁻¹
ΔE to the lowest compared entry with this formula, charge and spin: 66.5 kcal per mole
E_LUMO (alpha / beta): -1.1 / -1.0 eV

---

ORCA calculation (ωB97M-V/def2-TZVPD) on a structure of composition C7H13ClCuNO6 at a distorted geometry.

Last column: Mulliken charge in e.
Positions of all 29 atoms, in Å:
Cu -1.930 -0.756 -0.795  0.472
Cl -3.324 1.568 -0.016  -0.873
O -1.307 -0.273 -2.876  -0.750
C -1.451 -1.415 -3.598  -0.426
C -2.149 -2.647 -2.931  -0.338
O -2.697 -2.578 -1.682  -0.793
H -0.470 -1.748 -4.033  0.206
H -2.017 -1.205 -4.552  0.199
H -1.337 -3.435 -2.849  0.127
H -2.770 -3.188 -3.691  0.245
C 0.123 2.316 -1.494  -0.348
N 1.234 2.677 -0.563  0.937
O 2.339 2.216 -0.800  -0.574
O 1.020 3.426 0.373  -0.596
H -0.476 3.218 -1.556  0.214
H -0.431 1.483 -1.075  0.141
H 0.536 2.055 -2.459  0.240
O -0.361 -0.890 0.954  -0.463
C 0.456 -0.551 1.745  0.241
O 1.395 0.386 1.467  -0.222
C 2.176 0.707 2.616  -0.465
C 1.393 0.148 3.806  -0.512
C 0.652 -1.034 3.169  -0.378
H 2.416 1.767 2.636  0.293
H 3.141 0.195 2.510  0.258
H 0.773 0.937 4.227  0.314
H 2.068 -0.240 4.572  0.275
H -0.278 -1.214 3.699  0.299
H 1.277 -1.926 3.193  0.277

Computed properties:
Kohn-Sham gap: 3.81 eV
Net charge: -2
Molar mass: 306.18 g mol⁻¹
Largest force on an atom: 2.6 eV Å⁻¹
ΔE to the lowest compared entry with this formula, charge and spin: 0.0 kcal per mole
E_LUMO: 4.5 eV

---

ORCA calculation (ωB97M-V/def2-TZVPD) on a structure of composition C39H31Br2N8ORbSSe at a distorted geometry.

Last column: Mulliken charge in e.
Positions of all 84 atoms, in Å:
Rb 0.101 -0.024 -0.019  0.896
C 3.911 1.734 2.327  -0.914
C 3.789 1.425 3.672  -0.599
C 2.531 1.176 4.198  -0.852
C 1.431 1.226 3.346  0.589
N 1.550 1.495 2.050  0.231
C 2.753 1.761 1.561  -0.195
C 0.031 1.010 3.830  0.393
C -0.344 1.322 5.134  -0.910
C -1.671 1.167 5.493  -0.686
C -2.580 0.715 4.552  -1.129
C -2.120 0.417 3.271  0.677
N -0.841 0.559 2.932  0.503
C -3.042 -0.051 2.181  0.191
C -4.306 -0.575 2.434  -0.660
C -5.079 -0.988 1.358  -0.779
C -4.570 -0.881 0.075  -1.231
C -3.296 -0.352 -0.082  -0.015
N -2.561 0.061 0.945  0.773
H 4.869 1.949 1.877  0.490
H 4.661 1.381 4.312  0.429
H 2.412 0.931 5.244  0.409
H 2.785 2.021 0.508  0.516
H 0.378 1.712 5.838  0.375
H -2.000 1.420 6.492  0.425
H -3.626 0.622 4.804  0.361
H -4.670 -0.684 3.445  0.436
H -6.062 -1.407 1.530  0.409
H -5.134 -1.212 -0.786  0.546
H -2.818 -0.290 -1.058  0.202
Br -0.755 -0.690 -5.279  -0.219
C -0.615 -2.105 -4.026  0.174
C -0.424 -3.391 -4.532  -0.437
C -0.318 -4.461 -3.693  -0.055
Br -0.060 -6.191 -4.429  -0.273
C -0.410 -4.275 -2.292  0.855
C -0.329 -5.335 -1.360  -0.923
C -0.437 -5.081 -0.025  -0.959
C -0.619 -3.750 0.389  -0.428
N -0.693 -2.740 -0.437  0.466
C -0.606 -2.969 -1.774  -0.103
C -0.710 -1.799 -2.664  -0.532
O -0.880 -0.628 -2.216  0.105
H -0.361 -3.530 -5.603  0.428
H -0.186 -6.343 -1.723  0.328
H -0.384 -5.877 0.705  0.412
H -0.704 -3.519 1.448  0.453
S 7.278 -0.353 -0.185  -0.156
C 5.540 -0.576 -0.449  0.451
C 4.849 0.125 -1.430  -0.671
C 3.485 -0.066 -1.548  -0.484
N 2.791 -0.888 -0.757  0.012
C 3.461 -1.554 0.177  -0.318
C 4.830 -1.440 0.368  -0.755
C 7.869 -0.566 -1.846  0.039
C 7.776 -1.790 -2.495  -0.161
C 8.261 -1.888 -3.789  -0.338
N 8.830 -0.881 -4.445  -0.571
C 8.925 0.279 -3.809  -0.355
C 8.459 0.492 -2.519  -0.041
H 5.364 0.809 -2.091  0.498
H 2.916 0.464 -2.303  0.373
H 2.877 -2.227 0.797  0.401
H 5.329 -2.013 1.138  0.469
H 7.330 -2.646 -2.009  0.393
H 8.192 -2.828 -4.323  0.360
H 9.390 1.089 -4.358  0.358
H 8.556 1.462 -2.053  0.406
C -0.352 2.245 -3.083  -0.492
N -1.426 2.558 -2.158  0.394
C -2.737 2.193 -2.348  -0.660
C -3.430 2.625 -1.272  -0.519
N -2.529 3.240 -0.433  0.372
C -2.822 3.768 0.880  -0.986
C -1.295 3.206 -0.981  -0.230
Se 0.240 3.946 -0.263  -0.300
H -0.569 2.692 -4.053  0.341
H -0.274 1.162 -3.165  -0.147
H 0.560 2.680 -2.680  0.205
H -3.044 1.643 -3.218  0.472
H -4.469 2.532 -1.019  0.485
H -3.900 3.897 0.965  0.325
H -2.315 4.724 1.004  0.379
H -2.465 3.078 1.646  0.278

Computed properties:
Kohn-Sham gap: 6.63 eV
Molar mass: 984.04 g mol⁻¹
Largest force on an atom: 1.3 eV Å⁻¹
E_LUMO: 0.0 eV

---

ORCA calculation (ωB97M-V/def2-TZVPD) on a structure of composition C32H26F2IrN5OS2 at a distorted geometry.

Last column: Mulliken charge in e.
Positions of all 69 atoms, in Å:
Ir 0.195 0.717 0.234  1.555
C -2.147 -2.690 1.777  -1.424
C -1.196 -1.891 0.937  0.998
N -1.289 -0.606 0.855  -0.096
N -2.431 -0.026 1.416  -0.534
C -2.686 1.137 0.929  0.415
S -1.688 1.952 -0.237  -0.643
S -4.130 2.008 1.373  -0.101
C -4.915 0.889 2.572  -0.925
C -4.468 1.127 3.986  0.400
C -3.466 0.355 4.563  0.371
C -3.050 0.597 5.864  -0.591
C -3.629 1.619 6.602  -0.499
C -4.630 2.394 6.035  -0.571
C -5.046 2.147 4.736  -0.622
C -0.225 -2.585 0.094  0.317
C 0.110 -3.917 0.376  -0.604
C 0.895 -4.677 -0.461  -1.016
C 1.334 -4.109 -1.657  -0.496
C 1.005 -2.813 -1.975  -0.494
C 0.239 -1.988 -1.115  0.762
O -0.008 -0.751 -1.482  -1.097
H -2.767 -2.041 2.384  0.190
H -1.586 -3.364 2.423  0.374
H -2.789 -3.305 1.143  0.357
H -4.723 -0.131 2.246  0.287
H -5.982 1.091 2.469  0.595
H -3.006 -0.434 3.980  0.146
H -2.269 -0.012 6.300  0.407
H -3.303 1.808 7.617  0.383
H -5.090 3.191 6.606  0.379
H -5.829 2.755 4.296  0.388
H -0.260 -4.372 1.285  0.289
H 1.142 -5.699 -0.206  0.421
H 1.935 -4.692 -2.344  0.390
H 1.331 -2.380 -2.912  0.418
F 0.041 0.754 5.584  -0.353
C 0.469 1.349 4.452  0.396
C -0.005 0.887 3.243  -0.069
C 0.445 1.475 2.060  0.039
C 1.354 2.550 2.151  -0.067
C 1.809 2.957 3.400  0.651
F 2.720 3.950 3.498  -0.360
C 1.386 2.376 4.575  -1.070
C 1.769 3.109 0.867  0.285
C 2.401 4.335 0.662  -1.160
C 2.595 4.797 -0.623  -0.374
C 2.153 4.035 -1.696  -0.932
C 1.553 2.824 -1.432  0.004
N 1.379 2.360 -0.189  0.242
H -0.712 0.068 3.246  0.347
H 1.750 2.707 5.535  0.521
H 2.703 4.922 1.513  0.526
H 3.069 5.756 -0.788  0.426
H 2.264 4.368 -2.717  0.421
H 1.202 2.179 -2.225  0.513
N 2.727 0.126 -1.670  -0.126
C 3.054 -0.327 -0.428  0.469
C 4.380 -0.709 -0.148  -1.044
C 4.722 -1.139 1.105  -0.385
C 3.739 -1.193 2.094  -1.088
C 2.475 -0.780 1.765  -0.338
N 2.114 -0.333 0.547  0.162
H 3.417 -0.059 -2.379  0.263
H 1.743 -0.021 -1.945  0.315
H 5.111 -0.659 -0.944  0.385
H 5.740 -1.435 1.320  0.411
H 3.948 -1.544 3.093  0.498
H 1.684 -0.804 2.499  0.358

Computed properties:
Kohn-Sham gap: 7.30 eV
Molar mass: 790.94 g mol⁻¹
Largest force on an atom: 1.0 eV Å⁻¹
ΔE to the lowest compared entry with this formula, charge and spin: 6.7 kcal per mole
E_LUMO: 0.1 eV